1.
{"formula": "C2H3Cl3Si", "method": "ωB97M-V/def2-TZVPD", "symbols": ["C", "C", "Si", "Cl", "Cl", "Cl", "H", "H", "H"], "coordinates": [[-0.203, -0.860, -0.126], [-1.461, 0.350, -0.428], [1.244, 0.119, 0.733], [-0.222, -1.985, -1.467], [-2.320, 0.330, -1.878], [-1.617, 1.649, 0.648], [2.018, 0.712, -0.333], [2.088, -0.996, 1.123], [0.473, 0.682, 1.727]], "forces_ev_per_a": [[-4.212, 4.681, -1.831], [4.713, -4.262, 0.875], [-0.299, -3.410, -2.161], [0.428, 0.496, 0.974], [-0.273, 0.088, 0.233], [-0.581, 0.213, -0.170], [0.105, 1.017, -0.190], [0.453, -0.154, 0.672], [-0.334, 1.332, 1.598]], "homo_ev": [-8.258, -8.632], "de_lowest_kj_mol": 768.4, "smiles": "[SiH3]C(Cl)=C(Cl)Cl"}

2.
{"formula": "C2H3ClF2", "method": "ωB97M-V/def2-TZVPD", "symbols": ["C", "C", "H", "H", "H", "F", "F", "Cl"], "coordinates": [[0.569, 0.415, 0.969], [-0.206, -0.791, 0.761], [0.118, 1.155, 1.522], [1.673, 0.562, 1.300], [-0.095, -1.260, 1.711], [0.206, -1.325, -0.470], [-1.547, -0.400, 0.637], [0.482, 1.019, -0.966]], "forces_ev_per_a": [[3.513, 2.647, -3.854], [-0.698, 0.998, -1.588], [-1.743, 1.482, 1.013], [-1.738, -1.509, -1.005], [-0.215, -2.378, 0.089], [-1.062, -1.789, 3.039], [1.236, -0.912, 0.052], [0.707, 1.460, 2.254]], "homo_ev": -10.536, "de_lowest_kj_mol": 208.4, "smiles": "FC(F)CCl"}

F_max? In order: 0.1275, 0.1137 hartree/bohr.